(1)
Density functional theory data (wB97M-V/def2-TZVPD) for an isolated molecule of C4H8O.

Geometry as XYZ:
```
13
Properties=species:S:1:pos:R:3:lowdin_charge:R:1
C 0.61 -0.40 1.56 -0.116
C -0.06 -0.80 0.18 -0.222
C -0.84 0.41 -0.51 -0.143
C -0.02 0.87 -1.75 -0.259
O 1.10 0.48 -1.99 0.022
H -0.07 0.20 2.15 0.056
H 1.57 0.15 1.47 0.073
H 0.87 -1.29 2.16 0.065
H 0.80 -1.13 -0.45 0.091
H -0.67 -1.70 0.33 0.093
H -1.93 0.40 -0.86 0.122
H -0.89 1.25 0.21 0.100
H -0.47 1.57 -2.50 0.117
```

Lowest unoccupied orbital energy (eV): 1.109
Gap between HOMO and LUMO (eV): 10.96
SMILES: CCCC=O
Largest force on an atom (eV/Å): 1.74
Total energy (eV): -6324.3293
Energy above the lowest of the compared OMol25 structures with the same formula, charge and spin (eV): 0.839
Charge: 0

(2)
Density functional theory data (wB97M-V/def2-TZVPD) for an isolated molecule of C4H8O.

Geometry as XYZ:
```
13
Properties=species:S:1:pos:R:3:lowdin_charge:R:1
C -1.51 1.18 0.89 -0.096
C 0.27 -0.40 -0.43 -0.175
C 1.17 -1.43 -0.99 -0.120
C 0.69 0.54 0.41 -0.194
O -0.10 1.41 1.05 -0.118
H -2.01 0.19 0.88 0.101
H -1.88 1.71 1.75 0.078
H -1.84 1.69 -0.02 0.090
H -0.75 -0.40 -0.80 0.092
H 1.25 -1.35 -2.08 0.069
H 0.80 -2.44 -0.77 0.072
H 2.17 -1.34 -0.55 0.072
H 1.75 0.66 0.66 0.128
```

Lowest unoccupied orbital energy (eV): 1.085
Gap between HOMO and LUMO (eV): 9.55
SMILES: C/C=C/OC
Largest force on an atom (eV/Å): 1.40
Total energy (eV): -6323.7894
Energy above the lowest of the compared OMol25 structures with the same formula, charge and spin (eV): 1.379
Charge: 0

(3)
Density functional theory data (wB97M-V/def2-TZVPD) for an isolated molecule of C4H8O.

Geometry as XYZ:
```
13
Properties=species:S:1:pos:R:3:lowdin_charge:R:1
C 1.11 1.40 0.58 -0.151
C 0.59 0.03 0.59 -0.035
O 0.11 -0.78 -1.65 -0.094
C -0.88 -0.16 0.40 -0.240
C -0.81 -1.26 -0.66 -0.275
H 1.31 1.52 1.66 0.104
H 0.47 2.23 0.25 0.075
H 2.10 1.45 0.12 0.077
H 1.00 -0.99 -1.33 0.075
H -1.30 -0.51 1.36 0.124
H -1.48 0.69 0.05 0.110
H -0.47 -2.19 -0.19 0.116
H -1.75 -1.45 -1.19 0.114
```

Lowest unoccupied orbital energy (eV): 0.371
Gap between HOMO and LUMO (eV): 8.68
Largest force on an atom (eV/Å): 0.53
Total energy (eV): -6321.1916
Energy above the lowest of the compared OMol25 structures with the same formula, charge and spin (eV): 3.976
Charge: 0